Record 1
An isolated molecule of C6H10 in a non-equilibrium geometry, computed with wB97M-V/def2-TZVPD.

Structure (XYZ):
```
16
Properties=species:S:1:pos:R:3:forces:R:3
C 2.3485 0.4001 0.0499 0.166 0.031 0.167
C 1.7783 -0.8409 0.6616 0.369 -0.006 0.008
C 0.5414 -0.7766 1.1124 -0.010 -0.336 -1.088
C -0.5068 -0.9039 0.3195 -0.124 0.067 -0.165
C -1.8884 -0.3878 0.2557 -0.208 0.014 0.052
C -1.7702 0.9385 -0.5239 -0.138 0.089 0.049
H 1.6672 1.2383 0.2376 0.300 -0.141 0.021
H 3.3378 0.6162 0.4534 0.082 0.212 -0.150
H 2.4340 0.2725 -1.0423 0.066 -0.135 0.270
H -0.1510 -1.2165 -0.6617 -0.532 0.035 -0.324
H 2.1898 -1.8117 0.3874 0.637 0.078 0.825
H -2.3387 -0.2473 1.2401 -0.061 0.079 -0.087
H -2.4843 -1.1005 -0.3247 -0.175 0.147 0.187
H -1.1929 0.8042 -1.4518 -0.233 -0.092 0.244
H -2.7481 1.3463 -0.7914 0.062 0.037 0.069
H -1.2168 1.6691 0.0782 -0.202 -0.077 -0.078
```
Forces are in eV/Å.

The calculation puts the HOMO-LUMO gap at 9.14 eV. Its lowest unoccupied orbital energy is 0.570 eV. The SMILES is CC=C=CCC. For the energy above the lowest of the compared OMol25 structures with the same formula, charge and spin, the calculation gives 312.7 kJ/mol.

---

Record 2
A structure of composition C11H23ClGdNO6P2 in a non-equilibrium geometry, computed with wB97M-V/def2-TZVPD.

Structure (XYZ):
```
45
Properties=species:S:1:pos:R:3:forces:R:3
Gd -0.4103 -0.8874 -0.8865 -0.657 0.899 -0.147
P -2.4222 1.0391 -0.6316 -0.291 1.446 0.787
C -1.0673 2.3017 -0.7299 0.651 0.019 -0.953
C -0.0302 2.2119 0.3723 -0.175 -0.216 -0.282
N 0.4783 0.9655 0.5692 0.303 0.319 0.520
C 1.4636 0.8284 1.4906 0.000 0.022 -0.012
C 1.9460 1.9110 2.2206 0.119 0.059 -0.028
C 1.4265 3.1858 2.0154 -0.129 -0.321 -0.094
C 0.4103 3.3323 1.0741 -0.234 -0.243 -0.231
C 2.0531 -0.5431 1.7559 -0.336 0.213 0.142
P 1.9146 -1.7410 0.3536 1.627 -0.121 1.495
H -0.0457 4.2991 0.8597 0.190 -0.252 0.098
H 2.7453 1.7315 2.9396 -0.226 0.143 -0.169
H 1.8039 4.0429 2.5712 -0.096 -0.215 -0.119
H 3.1194 -0.4266 2.0158 -0.424 -0.169 -0.012
H 1.5372 -0.9904 2.6269 0.228 0.167 -0.310
H -0.5325 2.0414 -1.7211 -1.112 1.122 1.629
H -1.5275 3.3006 -0.7515 0.330 -0.236 -0.243
H 1.0887 -0.2433 -3.1379 -1.154 1.567 0.932
O 0.4407 0.4578 -2.6275 1.340 -1.066 -1.494
H 0.5856 1.3246 -3.0397 -0.111 -0.308 0.080
H 0.9367 -2.1092 -2.8187 1.818 0.196 -1.362
O 1.7061 -1.5584 -3.1617 -1.151 -1.322 0.566
H 2.0601 -2.0066 -3.9501 -0.176 -0.056 0.126
C 3.5361 -1.5091 -0.4373 0.133 0.065 -0.561
H 4.3375 -1.7366 0.2772 -0.260 0.042 -0.092
H 3.6318 -2.1779 -1.3016 0.054 0.189 0.205
H 3.6508 -0.4732 -0.7804 -0.025 -0.219 0.010
C 2.1256 -3.3136 1.2402 -0.427 -0.520 -0.169
H 1.8916 -4.1296 0.5433 0.136 0.042 0.289
H 3.1523 -3.4415 1.6094 -0.275 0.176 -0.122
H 1.4212 -3.3735 2.0816 0.155 -0.019 -0.267
C -3.1709 1.3182 1.0017 -0.091 -0.492 0.355
H -3.8663 2.1699 0.9648 0.292 -0.268 0.004
H -3.7267 0.4020 1.2548 0.048 0.358 0.084
H -2.4102 1.4921 1.7737 -0.174 -0.095 -0.175
C -3.7054 1.7219 -1.7244 -0.132 -0.531 -0.662
H -4.4252 0.9080 -1.8999 0.058 0.364 -0.045
H -4.2297 2.5699 -1.2579 0.354 -0.296 -0.059
H -3.2833 2.0280 -2.6917 -0.157 -0.118 0.239
O -3.1727 -4.2201 -0.3320 0.295 1.228 0.519
Cl -2.9854 -3.0204 0.4227 -1.512 -1.815 0.953
O -4.0933 -2.1162 0.3266 1.005 -0.286 0.002
O -2.5670 -3.2709 1.7726 -0.195 0.555 -1.263
O -1.7913 -2.2950 -0.2517 0.385 -0.006 -0.162
```
Forces are in eV/Å.

The calculation puts the HOMO-LUMO gap (spin up / spin down) at 6.31 / 8.81 eV. Its spin multiplicity is 8. Its lowest unoccupied orbital energy (spin up / spin down) is -9.445 / -7.114 eV. Its expectation value of S² is 15.97. For the energy above the lowest of the compared OMol25 structures with the same formula, charge and spin, the calculation gives 0.0 kJ/mol. Its net charge is +2.

---

Record 3
An isolated molecule of C10H12N2O2 in a non-equilibrium geometry, computed with wB97M-V/def2-TZVPD.

Structure (XYZ):
```
26
Properties=species:S:1:pos:R:3:forces:R:3
C 3.5701 -1.2975 -0.0419 -1.619 -1.862 -0.732
C 3.9791 0.0227 -0.1515 2.602 0.044 1.591
C 2.1588 -1.5892 0.0332 2.395 4.290 -0.388
C 3.0500 1.0109 -0.1083 -1.330 1.805 0.361
C 1.1918 -0.5384 0.0206 2.991 -1.273 -0.568
C 1.6915 0.7529 -0.1057 -0.882 -0.291 -0.304
C -0.1783 -0.9144 0.2575 -3.011 -2.237 1.666
C 0.7828 1.8716 -0.4788 -0.231 -0.655 -0.901
C -3.2061 -1.0451 -0.4925 4.220 3.534 -1.207
C -3.1207 0.9063 0.9618 -2.322 1.587 -0.804
N -1.1766 0.0378 0.0741 -0.308 -0.046 -1.203
N -2.4595 -0.2792 0.5290 -0.153 -1.212 0.929
O -0.4576 -2.0113 0.7793 0.842 1.757 -1.012
O 0.0403 1.7578 -1.4408 0.914 0.957 0.804
H 4.2223 -2.2321 -0.1177 -0.589 1.808 0.276
H 5.0457 0.3801 0.0117 -1.249 -0.970 -0.695
H 1.9396 -2.5719 -0.0147 -1.328 -2.952 0.302
H 3.2662 2.0802 0.0304 0.559 -0.514 -0.498
H 0.8732 2.7802 0.1149 -0.112 0.583 -0.025
H -3.2121 -0.2136 -1.2703 -0.576 -1.591 -0.383
H -2.5761 -1.8772 -0.7421 -0.083 -0.479 -0.403
H -4.1480 -1.2882 -0.2393 -3.130 -0.877 1.196
H -2.3687 1.6764 1.1698 -0.417 0.006 -0.301
H -4.0079 1.2954 0.2176 2.364 -0.580 1.015
H -3.7093 0.7992 1.8711 0.180 -0.503 0.296
H -1.1902 0.4868 -0.8673 0.274 -0.329 0.989
```
Forces are in eV/Å.

The calculation puts the HOMO-LUMO gap at 8.29 eV. Its lowest unoccupied orbital energy is -0.372 eV. The SMILES is CN(C)NC(=O)c1ccccc1C=O. For the energy above the lowest of the compared OMol25 structures with the same formula, charge and spin, the calculation gives 265.8 kJ/mol.

---

Record 4
A structure of composition C6H12N2OPPr in a non-equilibrium geometry, computed with wB97M-V/def2-TZVPD.

Structure (XYZ):
```
23
Properties=species:S:1:pos:R:3:forces:R:3
C -0.2922 -0.9715 -2.2373 1.062 -1.040 0.412
C 0.9670 -0.2893 -2.2695 -0.157 -0.797 0.246
C 1.8836 -0.9761 -1.4033 -1.638 -0.615 -0.279
C 1.1796 -2.0842 -0.8190 -0.419 0.615 -1.061
C -0.1611 -2.0836 -1.3318 0.855 0.485 -0.953
Pr 0.0466 0.0197 0.1346 0.076 0.567 0.680
P -2.5066 1.0281 0.5741 -1.242 0.530 0.329
H -1.2071 -0.6529 -2.7170 0.088 -0.080 -0.141
H 1.1543 0.6381 -2.7823 0.109 -0.008 -0.170
H 2.8202 -0.5797 -1.0552 0.396 -0.114 -0.203
H -0.9627 -2.7412 -1.0294 0.098 -0.107 -0.047
H 1.5266 -2.6942 -0.0028 0.143 -0.271 -0.081
H -3.4447 -0.0907 0.9942 0.607 1.282 -0.180
H -2.9917 1.9110 -0.5591 0.038 -0.481 1.135
H -2.2318 1.8903 1.7771 -0.777 -0.819 -1.241
N 0.4022 1.3239 4.0669 0.299 0.288 0.019
C 0.9692 1.7491 2.9287 0.304 -0.457 -1.039
N 1.6837 2.8872 2.7723 -0.381 -0.766 0.048
O 0.8380 1.0290 1.8768 0.474 1.379 2.393
H 0.5966 1.7632 4.9723 -0.389 -0.417 -0.722
H -0.1746 0.4736 3.9479 0.496 0.588 0.376
H 1.9407 3.0090 1.7768 0.106 0.329 1.121
H 1.9988 3.4537 3.5549 -0.149 -0.089 -0.641
```
Forces are in eV/Å.

The calculation puts the HOMO-LUMO gap (spin up / spin down) at 4.12 / 3.72 eV. Its spin multiplicity is 3. Its lowest unoccupied orbital energy (spin up / spin down) is 0.008 / 0.278 eV. Its expectation value of S² is 2.26.

---

Total energy values (in Ha) by entry order: -234.4834, -2846.9283, -648.1419, -1278.7749.